## w
ORCA calculation (ωB97M-V with the def2-TZVPD basis set) on an isolated molecule of C3H8OS.

```
! wB97M-V def2-TZVPD RIJCOSX def2/J DEFGRID3
* xyz 0 1
S -0.722 1.780 0.056
O 0.765 -0.523 -0.189
C -1.889 1.042 -1.174
C 0.092 0.377 0.695
C 1.736 -1.351 0.428
H 0.741 0.904 1.258
H -2.582 0.397 -0.638
H -2.370 1.818 -1.810
H -1.198 0.293 -1.630
H 1.320 -1.938 1.322
H 2.125 -1.991 -0.445
H -0.605 -0.202 1.307
H 2.587 -0.605 0.821
*
```

Properties
* E_HOMO: -8.73 eV


## x
ORCA calculation (ωB97M-V with the def2-TZVPD basis set) on an isolated molecule of C3H8OS.

```
! wB97M-V def2-TZVPD RIJCOSX def2/J DEFGRID3
* xyz 0 1
S 0.070 1.971 -0.176
O 0.193 -0.553 -0.598
C -1.538 1.393 0.138
C 0.770 -1.748 -0.479
C 0.724 0.467 0.436
H 0.882 -2.112 0.733
H 0.733 0.181 1.640
H -1.529 0.404 -0.482
H 1.792 -1.523 -0.909
H -2.098 2.047 -0.715
H -1.854 1.597 1.138
H 0.063 -2.566 -1.039
H 1.792 0.442 0.312
*
```

Properties
* E_HOMO: -8.78 eV


The winner here is w, beating the second structure by 175.3 kJ/mol.